Entry from the OMol25 dataset: 10 unconnected molecules or ions with the total composition C54H46F2N8O22 at a distorted geometry (ωB97M-V with the def2-TZVPD basis set).

Positions of all 132 atoms, in Å:
C 1.2282 5.4148 -0.2176
C 0.6971 6.6794 -0.2878
C -0.2082 7.0659 0.6942
C -0.4403 6.3002 1.7976
C 0.2259 5.0735 1.9620
C 1.0424 4.6395 0.9213
N -1.3566 6.7539 2.8367
O -1.9591 5.9275 3.4908
O -1.4474 7.9603 2.9863
H 1.8233 4.9900 -1.0172
H 0.7977 7.2888 -1.1754
H -0.6429 8.0448 0.5345
H 0.0258 4.4416 2.8157
H 1.6275 3.7341 1.0104
C -5.5378 0.7280 -0.5938
C -6.5854 0.5277 0.3225
C -6.3958 -0.3186 1.4129
C -5.1083 -0.7857 1.6625
C -4.0417 -0.4352 0.8768
C -4.2516 0.3168 -0.2712
N -4.8509 -1.7032 2.7629
O -5.7224 -1.8919 3.5962
O -3.7365 -2.1864 2.8288
H -5.6568 1.2366 -1.5423
H -7.6047 0.8380 0.1409
H -7.2094 -0.4786 2.1043
H -3.0482 -0.8238 1.0603
H -3.3973 0.5847 -0.8784
C 3.2264 -5.8084 2.3091
C 4.2830 -4.9040 2.1613
C 4.1113 -3.5520 2.3592
C 2.8504 -3.0622 2.7053
C 1.8151 -3.9682 2.8382
C 1.9571 -5.3396 2.5937
N 2.6073 -1.6546 2.9255
O 3.4806 -0.8946 2.5644
O 1.5727 -1.3337 3.4411
H 3.4154 -6.8677 2.1939
H 5.2670 -5.2430 1.8656
H 4.9194 -2.8713 2.1307
H 0.8139 -3.5808 2.9941
H 1.1138 -5.9999 2.7293
C -1.9110 -4.6743 5.0917
C -1.4995 -4.3033 3.8288
C -1.4548 -5.2358 2.7898
C -1.7864 -6.5502 3.0478
C -2.1401 -6.9595 4.3372
C -2.1026 -6.0263 5.3653
N -1.8149 -7.5351 1.9745
O -2.2658 -8.6321 2.2529
O -1.4231 -7.2434 0.8725
H -1.9676 -3.9806 5.9205
H -1.3044 -3.2841 3.5194
H -1.0978 -4.9042 1.8233
H -2.4634 -7.9737 4.5046
H -2.4631 -6.4092 6.3115
C -2.2347 2.1319 2.1890
C -1.2075 1.3106 2.5815
C -1.2843 0.5084 3.7171
C -2.5052 0.4134 4.3538
C -3.5772 1.1984 3.9396
C -3.4520 2.0851 2.8858
N -2.6786 -0.4851 5.5016
O -3.7497 -0.4875 6.0772
O -1.7256 -1.1882 5.8302
H -2.1022 2.8072 1.3533
H -0.3087 1.2668 1.9834
H -0.5550 -0.2363 4.0087
H -4.5485 1.0085 4.3815
H -4.2591 2.7738 2.6800
C -4.2999 4.6088 -4.9021
C -4.6355 4.2392 -3.6145
C -3.6677 3.7275 -2.7554
C -2.3861 3.6095 -3.2396
C -2.0537 3.8169 -4.5760
C -3.0519 4.2662 -5.4320
N -1.3526 3.1201 -2.3224
O -1.5828 3.1211 -1.1299
O -0.3272 2.6503 -2.8006
H -5.0092 5.0048 -5.6180
H -5.6523 4.3548 -3.2643
H -3.9251 3.4753 -1.7371
H -1.0935 3.5937 -5.0161
H -2.8200 4.3007 -6.4864
C 4.2125 1.4070 -4.8790
C 4.8141 2.3514 -5.7234
C 4.4489 3.6577 -5.5086
C 3.4782 4.0600 -4.6057
C 2.9175 3.1043 -3.7563
C 3.2293 1.7689 -3.9647
N 3.0344 5.4294 -4.5276
O 3.4717 6.2106 -5.3527
O 2.3695 5.7764 -3.5718
H 4.5279 0.3718 -4.8099
H 5.6378 2.0477 -6.3500
H 4.8912 4.4007 -6.1647
H 2.2494 3.4212 -2.9682
H 2.9316 1.0533 -3.2128
C 2.0661 -2.2105 -3.9228
C 0.9222 -2.6165 -4.6033
C -0.0333 -3.4105 -3.9839
C 0.0973 -3.6550 -2.6260
C 1.2798 -3.3454 -1.9594
C 2.2381 -2.5841 -2.5974
N -0.8497 -4.5548 -1.9561
O -0.7333 -4.8009 -0.7738
O -1.8248 -4.8977 -2.6237
H 2.8077 -1.7478 -4.5620
H 0.7638 -2.3246 -5.6332
H -0.8484 -3.8708 -4.5228
H 1.3663 -3.5699 -0.9032
H 3.1687 -2.3247 -2.1077
C 6.7739 -0.8426 0.5841
C 7.6097 -0.1495 -0.4977
O 6.6264 0.4746 -1.2697
C 5.4136 -0.0130 -0.9834
O 4.3906 0.2498 -1.5372
O 5.4662 -0.8809 0.0445
F 8.2670 -1.0910 -1.2547
H 6.8549 -0.2104 1.4729
H 7.1223 -1.8452 0.8158
H 8.3631 0.5340 -0.1189
C -0.0802 -0.1509 -1.4060
C 1.0758 0.1712 -0.4618
O 0.9964 -0.9243 0.4275
C -0.2912 -1.2888 0.5178
O -0.7020 -1.9250 1.4455
O -0.9283 -1.0376 -0.6266
F 0.9598 1.3754 0.1512
H 0.1543 -0.5497 -2.3927
H -0.7175 0.6925 -1.6643
H 2.0512 0.1375 -0.9489

The HOMO-LUMO gap is 0.2995 hartree. The electronic energy comes out at -119122.97583 eV. Its LUMO energy is -1.20 eV. Its SMILES is O=[N+]([O-])c1ccccc1.O=[N+]([O-])c1ccccc1.O=[N+]([O-])c1ccccc1.O=[N+]([O-])c1ccccc1.O=[N+]([O-])c1ccccc1.O=[N+]([O-])c1ccccc1.O=[N+]([O-])c1ccccc1.O=[N+]([O-])c1ccccc1.O=C1OC[C@@H](F)O1.O=C1OC[C@@H](F)O1. The value obtained for the strongest force on any atom is 2.493 eV/A.


Entry from the OMol25 dataset: a molecular structure, C54H46N3P2PtSi (ωB97M-V with the def2-TZVPD basis set).

Positions of all 107 atoms, in Å:
Pt -0.4576 -0.4823 -0.4233
C 0.2844 -2.9963 2.0353
Si 0.4296 -1.1424 1.7684
C -0.8858 -0.0924 2.7048
C -0.7150 -0.0766 4.0935
C -1.6483 0.4919 4.9502
C -2.7818 1.0969 4.4351
C -2.9597 1.1397 3.0618
C -2.0410 0.5444 2.1956
P -2.4048 0.6970 0.4186
C -3.8606 -0.2231 -0.1085
C -3.9911 -0.5153 -1.4659
C -5.1116 -1.1831 -1.9274
C -6.1036 -1.5714 -1.0348
C -5.9821 -1.2731 0.3146
C -4.8656 -0.5928 0.7804
C -2.8050 2.4362 0.1730
C -3.6868 2.8026 -0.8472
C -4.0199 4.1351 -1.0323
C -3.4840 5.1086 -0.2017
C -2.6096 4.7512 0.8189
C -2.2635 3.4244 1.0028
C 2.1913 -0.8082 2.4174
C 2.4434 -1.4554 3.6375
C 3.6959 -1.4780 4.2316
C 4.7773 -0.8824 3.6000
C 4.5755 -0.2504 2.3866
C 3.2981 -0.2084 1.8125
P 3.2532 0.6774 0.2566
C 3.7804 -0.2981 -1.1156
C 3.7384 -1.6959 -0.9884
C 4.1222 -2.4962 -2.0477
C 4.5401 -1.9178 -3.2408
C 4.5530 -0.5340 -3.3861
C 4.1580 0.2767 -2.3394
C 4.0725 2.2313 0.4789
C 5.1771 2.6552 -0.2715
C 5.7843 3.8627 0.0269
C 5.2990 4.6534 1.0613
C 4.2095 4.2334 1.8181
C 3.5981 3.0290 1.5331
H -0.0642 -3.2109 3.0489
H 1.2817 -3.4258 1.9313
H -0.3781 -3.5037 1.3366
H 0.1622 -0.5230 4.5381
H -1.4830 0.4629 6.0190
H -3.5144 1.5459 5.0919
H -3.8248 1.6532 2.6594
H -3.2207 -0.2114 -2.1667
H -5.2193 -1.3956 -2.9831
H -6.9792 -2.0949 -1.3943
H -6.7626 -1.5607 1.0059
H -4.7855 -0.3606 1.8347
H -4.1370 2.0513 -1.4824
H -4.7143 4.4099 -1.8144
H -3.7571 6.1462 -0.3395
H -2.2076 5.5092 1.4775
H -1.5931 3.1572 1.8095
H 1.6509 -1.9913 4.1424
H 3.8292 -1.9825 5.1792
H 5.7638 -0.9130 4.0411
H 5.4142 0.2185 1.8862
H 3.4466 -2.1482 -0.0488
H 4.1174 -3.5720 -1.9395
H 4.8594 -2.5464 -4.0612
H 4.8788 -0.0910 -4.3173
H 4.1407 1.3504 -2.4717
H 5.5953 2.0317 -1.0480
H 6.6513 4.1789 -0.5365
H 5.7828 5.5932 1.2907
H 3.8506 4.8430 2.6360
H 2.7639 2.6929 2.1379
C -2.9137 -2.8663 2.1298
C -2.5876 -3.5010 0.8148
C -2.8799 -4.8591 0.6608
C -2.5711 -5.5007 -0.5164
C -2.0443 -4.7434 -1.5530
C -1.8334 -3.3889 -1.3494
N -2.0365 -2.7824 -0.1689
C -1.3995 -2.5628 -2.5004
C -1.7416 -2.9467 -3.7957
C -1.2961 -2.2133 -4.8753
C -0.4912 -1.1077 -4.6484
C -0.1945 -0.7519 -3.3452
N -0.6816 -1.4499 -2.2971
C 0.6185 0.4463 -3.0414
C 1.4682 1.0029 -3.9807
C 2.0976 2.2021 -3.6835
C 1.8536 2.7994 -2.4646
C 1.0282 2.1681 -1.5366
C 0.7199 2.8322 -0.2425
N 0.4439 0.9969 -1.8232
H -2.4714 -3.4373 2.9472
H -2.5708 -1.8430 2.1828
H -3.9947 -2.8748 2.2822
H -3.3287 -5.3940 1.4870
H -2.7457 -6.5607 -0.6393
H -1.7931 -5.2096 -2.4938
H -2.3799 -3.8036 -3.9461
H -1.5740 -2.4938 -5.8823
H -0.1315 -0.5120 -5.4726
H 1.6373 0.5151 -4.9282
H 2.7606 2.6649 -4.4025
H 2.2933 3.7542 -2.2112
H -0.1451 3.4771 -0.3775
H 1.5507 3.4520 0.0850
H 0.4821 2.1047 0.5403

The HOMO-LUMO gap (spin up / spin down) is 0.2513 / 0.2213 hartree. As for the total charge: +3. The electronic energy comes out at -90893.54828 eV. Its LUMO energy (spin up / spin down) is -7.83 / -10.02 eV. The value obtained for the strongest force on any atom is 0.359 eV/A. As for the spin multiplicity: 5.


Q: electronic energy of number 1 (C54H46F2N8O22)?
A: -119122.97583 eV